(1)
125
Properties=species:S:1:pos:R:3 method="wB97M-V/def2-TZVPD" fmax_ev_per_a=0.85 lumo_energy_ev=-7.3 charge=+2 gap_ev=6.027 total_energy_ha=-3268.66760
C -2.268 3.058 -4.316
C -2.761 2.794 -2.918
H -2.141 -1.958 3.539
C -3.165 2.293 -5.301
C 0.214 3.196 1.685
H -2.801 2.102 2.915
C -0.300 -3.811 -1.093
H 0.526 -0.356 -1.608
N 8.043 -2.050 6.980
H -0.431 2.917 -5.441
N 0.087 1.620 0.120
H 2.041 -4.828 -1.175
N 0.572 -0.302 2.275
C 2.973 -0.817 2.552
H -4.203 0.061 -2.087
H 7.039 0.198 4.531
H -4.000 -3.135 0.100
H 2.851 3.367 -2.058
H -4.636 4.015 -2.726
H 3.300 3.030 1.819
H 0.371 -2.749 1.631
C -2.481 -2.928 3.181
C 4.068 -1.082 3.513
H -4.658 2.864 0.996
C -0.821 2.588 -4.477
C 6.190 -0.470 4.476
H -3.553 -2.875 2.989
H -0.185 3.001 -3.691
H -1.953 -5.487 2.302
H -5.112 -1.397 -1.626
N -2.882 1.948 -0.949
H -0.327 -4.093 -0.045
C -0.445 -0.099 3.153
H -5.448 3.969 -0.129
H -1.665 3.227 3.689
C 3.378 2.694 0.783
H -1.184 -3.222 -1.337
H 3.502 1.611 0.778
H -2.825 2.460 -6.325
H 5.223 0.628 2.914
H 2.944 5.062 -0.528
C -5.034 2.969 -0.017
H 5.161 -0.773 -1.511
C 5.015 -2.424 5.274
N -0.763 -1.298 -2.944
H 4.272 3.142 0.347
H 1.275 2.588 -1.965
C -0.034 -2.376 -3.595
H 0.837 0.071 -3.302
H -5.098 0.019 -0.574
H -1.919 -5.117 0.576
C -3.928 3.318 -2.310
H -1.766 -0.692 -4.731
H 5.418 -1.272 1.134
C 4.390 -0.762 -0.758
C -2.107 2.919 2.743
C -2.358 4.559 -4.618
H -2.317 -3.658 3.975
N -2.227 -0.421 -0.228
H -3.270 1.103 1.072
H 4.965 -3.278 5.934
C -3.330 -1.134 -0.518
N 2.326 -0.541 0.171
H -1.789 5.144 -3.894
C -1.021 2.566 1.791
H -0.019 -3.226 3.279
C 1.712 -0.522 3.062
H -3.139 1.219 -5.102
B -2.450 1.106 0.202
C 2.066 4.661 -0.023
H 2.999 -3.348 -1.156
H -5.857 2.262 -0.141
H -4.200 2.628 -5.229
H 0.370 -2.046 -4.566
C 2.255 2.653 -1.489
H 3.136 -2.836 4.337
C -2.267 -4.768 1.546
C 1.357 -0.397 4.415
C -0.208 -3.452 2.229
H -0.305 -4.732 -1.689
H -3.357 -4.767 1.534
H -1.458 0.043 2.817
H -0.755 1.498 -4.443
C 3.254 -0.837 1.185
C -1.974 -0.961 -3.687
H 2.052 5.068 0.988
C 6.116 -1.573 5.324
H -0.611 0.006 5.346
C -1.716 -3.381 1.917
N -1.103 1.630 0.826
H -2.648 -1.818 -3.685
H 2.059 -3.806 0.268
H 2.598 -0.264 -1.925
H 0.183 -4.450 2.035
H -0.614 0.724 -2.483
N -1.410 -1.207 0.580
H -0.753 -3.167 -3.807
C -3.980 2.758 -1.060
C 2.148 3.123 -0.029
C 7.185 -1.837 6.248
H 0.563 4.007 2.301
C 0.877 2.618 0.617
C 1.133 -2.928 -2.793
H -3.391 4.907 -4.604
H -2.466 -0.114 -3.209
H 1.178 5.012 -0.551
H 2.024 -2.329 -2.961
H -1.955 4.760 -5.611
C -2.070 -2.365 0.852
H 2.756 1.690 -1.560
C -4.493 -0.582 -1.258
C -0.004 -0.132 4.466
H 1.359 -3.927 -3.193
N -2.141 1.976 -2.092
H -2.676 3.767 2.355
C 5.175 -0.234 3.567
C 3.051 -0.493 -0.978
C 3.990 -2.171 4.380
H 2.035 -0.475 5.249
C 2.066 -3.791 -0.817
C -3.254 -2.360 0.129
Ti 0.342 -0.326 0.287
C 4.519 -1.007 0.603
N 0.918 -3.031 -1.342
C 0.023 -0.157 -2.599

---

(2)
130
Properties=species:S:1:pos:R:3 method="wB97M-V/def2-TZVPD" fmax_ev_per_a=14.35 lumo_energy_ev=4.0 charge=-2 gap_ev=7.238 total_energy_ha=-3186.95862
H -9.001 13.769 39.667
H -16.514 11.530 40.420
C -16.065 10.648 40.840
H -12.401 16.124 41.047
C -7.057 11.405 42.313
N -14.647 13.637 43.721
N -13.049 11.716 37.822
C -12.352 9.413 45.378
C -10.723 9.739 41.530
C -8.479 15.886 41.466
H -14.592 10.658 38.916
H -17.315 14.604 38.090
C -12.022 16.388 45.452
H -8.754 13.480 44.411
N -11.275 10.003 40.336
C -12.946 12.549 36.745
C -14.630 18.482 41.569
H -15.147 7.563 41.755
C -8.728 13.130 38.745
H -15.017 14.077 41.418
C -12.238 18.115 41.701
H -11.377 13.939 43.227
H -11.258 16.319 35.419
H -11.169 18.201 41.917
H -14.245 12.483 35.076
C -10.506 8.325 41.506
H -10.231 7.965 42.528
N -12.931 16.987 41.323
C -14.776 14.891 44.227
H -8.002 11.579 36.163
H -6.240 12.284 44.254
O -11.218 17.396 45.852
H -15.022 16.427 40.937
N -11.940 14.146 44.163
C -11.391 8.874 39.513
H -18.769 14.648 40.530
H -10.583 10.344 42.233
H -10.500 19.510 45.319
P -12.230 13.408 41.007
H -11.369 6.839 39.800
C -15.297 12.713 44.600
H -13.947 17.116 36.081
C -8.354 12.921 43.560
H -10.793 12.484 39.072
N -12.205 15.695 38.419
O -11.844 10.724 45.766
H -15.983 15.654 45.675
H -10.773 18.467 44.031
H -10.863 13.053 45.702
C -17.061 14.352 38.994
C -13.407 16.204 37.945
N -9.000 12.485 42.411
C -17.780 14.462 40.361
H -10.301 15.187 44.939
H -7.887 18.741 39.646
H -14.337 16.347 38.525
N -14.961 10.941 41.521
H -13.509 9.750 42.518
C -9.465 17.186 39.891
C -9.732 11.540 37.536
H -13.428 9.587 45.041
H -12.425 15.551 46.185
C -8.544 11.950 36.887
C -15.924 13.436 45.440
C -11.272 15.401 44.443
H -14.730 14.081 38.732
H -14.381 15.708 43.380
C -11.887 16.179 36.236
C -14.370 9.737 42.002
H -15.149 11.631 44.339
H -12.750 16.863 44.658
H -10.760 15.677 43.554
H -8.327 14.993 41.974
H -12.274 13.424 36.705
H -11.653 8.848 44.717
H -16.668 13.026 46.369
C -14.773 11.187 36.737
N -9.652 16.112 40.723
H -12.230 15.291 39.502
H -7.021 13.762 37.452
O -13.530 13.197 41.723
H -12.970 20.104 42.328
H -6.432 16.814 41.269
H -12.570 11.554 43.913
C -7.955 13.035 37.671
C -14.342 17.190 41.314
H -14.071 13.351 42.827
C -11.068 7.863 40.192
C -11.771 13.040 45.228
O -11.329 13.130 42.047
H -12.694 8.651 46.213
C -11.270 15.597 37.338
H -15.750 10.807 36.194
O -11.924 14.893 40.756
C -13.286 16.541 36.662
H -12.805 14.214 43.635
C -14.188 10.952 37.872
H -10.162 15.219 37.351
H -6.061 10.832 41.968
C -7.060 12.365 43.571
H -11.886 8.923 38.686
O -11.934 12.377 39.867
H -11.486 11.061 40.219
H -8.720 11.220 40.839
C -8.268 11.694 41.668
H -16.962 14.212 42.414
H -10.394 10.810 37.333
C -17.030 14.098 41.370
H -12.533 11.781 38.808
C -8.268 17.803 40.198
C -16.300 9.323 40.802
C -11.788 11.697 44.735
C -7.544 16.863 41.089
H -10.853 11.595 44.283
H -12.142 19.220 44.653
H -17.162 8.981 40.275
C -15.771 14.071 39.316
C -11.103 18.580 45.019
H -10.384 15.495 40.725
H -10.079 12.745 42.028
H -14.453 11.900 41.303
C -15.633 14.838 45.156
H -15.559 19.134 41.166
C -15.262 8.683 41.599
C -13.234 19.056 41.940
H -12.393 13.187 45.820
N -9.812 12.355 38.598
N -15.781 13.925 40.675
C -13.967 12.181 35.934
H -10.250 17.399 39.176